# 1
Below is C29H28CrN4O2 as an isolated structure, with properties calculated with ωB97M-V/def2-TZVPD.

Each line ends with the Mulliken charge.
Element x y z (Å)
Cr (-0.034, 0.188, 0.462)  -0.23
C (1.989, -1.157, -1.350)  -1.13
C (2.244, -2.289, -0.390)  1.07
C (3.253, -3.184, -0.713)  -0.86
C (3.643, -4.175, 0.167)  -0.82
C (3.071, -4.214, 1.422)  -0.75
C (2.038, -3.359, 1.774)  1.10
C (1.543, -3.381, 3.188)  -1.75
C (1.538, -2.444, 0.822)  -0.17
N (0.424, -1.653, 1.094)  0.83
C (-0.642, -2.175, 1.763)  -0.28
O (-0.933, -3.362, 1.883)  -0.72
C (-1.561, -1.103, 2.268)  0.50
C (-2.784, -1.311, 2.885)  -0.70
C (-3.574, -0.210, 3.212)  -0.32
C (-3.153, 1.068, 2.844)  -0.79
C (-1.932, 1.206, 2.210)  0.15
N (-1.139, 0.142, 1.977)  0.27
C (-1.342, 2.451, 1.628)  0.15
O (-1.712, 3.580, 1.934)  -0.71
N (-0.365, 2.096, 0.766)  0.96
C (0.499, 3.075, 0.255)  -0.24
C (0.056, 4.050, -0.644)  1.34
C (-1.385, 4.109, -1.044)  -1.82
C (0.965, 4.984, -1.123)  -0.88
C (2.286, 4.965, -0.721)  -0.83
C (2.716, 3.999, 0.173)  -1.06
C (1.841, 3.047, 0.668)  1.04
C (2.301, 2.032, 1.679)  -1.26
H (2.912, -0.916, -1.877)  0.54
H (1.659, -0.231, -0.827)  -0.05
H (1.243, -1.436, -2.098)  0.30
H (3.742, -3.101, -1.672)  0.44
H (4.411, -4.880, -0.107)  0.37
H (3.427, -4.932, 2.146)  0.41
H (2.307, -3.793, 3.845)  0.52
H (0.641, -3.988, 3.278)  0.30
H (1.299, -2.373, 3.526)  0.25
H (-3.111, -2.323, 3.068)  0.52
H (-4.523, -0.352, 3.710)  0.45
H (-3.762, 1.941, 3.020)  0.52
H (-1.825, 3.113, -1.086)  0.21
H (-1.501, 4.602, -2.007)  0.48
H (-1.935, 4.673, -0.291)  0.37
H (0.625, 5.748, -1.807)  0.44
H (2.979, 5.708, -1.087)  0.41
H (3.744, 3.997, 0.506)  0.39
H (3.347, 2.186, 1.934)  0.48
H (2.186, 1.004, 1.299)  0.20
H (1.701, 2.120, 2.587)  0.28
C (-3.142, -1.633, -4.816)  -1.49
C (-2.354, -1.144, -3.648)  1.11
C (-2.230, -1.918, -2.494)  -1.17
C (-1.507, -1.449, -1.424)  -0.50
N (-0.894, -0.248, -1.395)  0.69
C (-1.036, 0.513, -2.497)  -0.59
C (-1.736, 0.109, -3.617)  -0.96
H (-3.252, -2.715, -4.778)  0.38
H (-2.675, -1.353, -5.757)  0.39
H (-4.138, -1.191, -4.800)  0.30
H (-2.695, -2.890, -2.432)  0.45
H (-1.395, -2.068, -0.546)  0.47
H (-0.564, 1.487, -2.464)  0.61
H (-1.795, 0.757, -4.479)  0.44

The value obtained for the HOMO energy (alpha / beta) is -0.270 / -0.287 Ha. Its gap between HOMO and LUMO (alpha / beta) is 7.224 / 7.501 eV. The spin multiplicity is 5. Its expectation value of S² is 6.023.



# 2
Below is C29H29Br2Cl2N5O3Ru as an isolated structure, with properties calculated with ωB97M-V/def2-TZVPD.

Each line ends with the Mulliken charge.
Element x y z (Å)
Ru (0.187, -0.188, 0.501)  0.29
C (-0.755, -3.086, -0.593)  -1.03
C (-0.387, -3.147, 0.854)  0.43
C (-0.344, -4.367, 1.546)  -0.90
C (0.038, -4.407, 2.862)  -0.97
C (0.371, -3.212, 3.521)  0.96
C (0.786, -3.127, 4.895)  0.01
Br (0.962, -4.676, 5.911)  -0.10
C (1.063, -1.909, 5.488)  -0.31
C (0.939, -0.727, 4.778)  -0.38
Br (1.293, 0.902, 5.584)  -0.04
C (0.537, -0.725, 3.397)  0.86
O (0.393, 0.322, 2.735)  -0.36
C (0.277, -2.028, 2.785)  -0.39
N (-0.082, -2.008, 1.479)  0.72
H (-0.903, -4.085, -0.998)  0.47
H (0.035, -2.596, -1.168)  0.04
H (-1.674, -2.514, -0.735)  0.12
H (-0.608, -5.275, 1.023)  0.57
H (0.078, -5.348, 3.395)  0.42
H (1.372, -1.878, 6.524)  0.47
C (-0.939, 2.813, 0.563)  -1.18
N (-2.245, 2.375, 0.093)  0.14
C (-2.951, 3.324, -0.766)  -1.23
C (-2.673, 1.118, 0.267)  0.81
N (-1.817, 0.116, 0.503)  -0.17
N (-3.999, 0.871, 0.196)  0.06
C (-4.496, -0.474, -0.050)  -1.15
C (-4.993, 1.818, 0.699)  -1.18
H (-0.995, 3.880, 0.776)  0.41
H (-0.160, 2.654, -0.185)  0.31
H (-0.683, 2.309, 1.496)  0.35
H (-2.226, 3.776, -1.443)  0.42
H (-3.427, 4.117, -0.187)  0.36
H (-3.699, 2.809, -1.361)  0.41
H (-2.306, -0.663, 0.929)  -0.07
H (-4.609, -1.048, 0.876)  0.33
H (-3.836, -1.001, -0.736)  0.37
H (-5.475, -0.397, -0.519)  0.39
H (-4.503, 2.651, 1.194)  0.40
H (-5.619, 1.307, 1.432)  0.41
H (-5.630, 2.193, -0.101)  0.35
Cl (7.371, -1.906, 0.443)  -0.17
C (5.761, -2.510, 0.323)  0.82
C (5.268, -3.326, 1.314)  -0.78
C (3.972, -3.819, 1.211)  -0.41
C (3.186, -3.493, 0.118)  -1.01
C (3.668, -2.658, -0.871)  0.90
Cl (2.644, -2.369, -2.234)  -0.06
C (4.980, -2.135, -0.801)  -0.64
N (5.577, -1.378, -1.775)  0.12
C (4.991, -0.477, -2.671)  0.19
C (5.366, -0.571, -4.018)  -0.74
C (4.812, 0.277, -4.950)  -0.65
C (3.895, 1.243, -4.544)  -0.70
C (3.565, 1.373, -3.203)  -0.69
C (4.110, 0.534, -2.242)  0.80
C (3.816, 0.798, -0.779)  -0.84
C (2.413, 0.422, -0.399)  1.38
O (1.405, 0.993, -0.891)  -0.90
O (2.192, -0.492, 0.473)  -0.71
H (5.900, -3.579, 2.153)  0.47
H (3.589, -4.481, 1.975)  0.52
H (2.195, -3.909, 0.003)  0.66
H (6.581, -1.493, -1.851)  0.37
H (6.058, -1.346, -4.320)  0.48
H (5.087, 0.185, -5.991)  0.43
H (3.460, 1.914, -5.271)  0.43
H (2.889, 2.158, -2.888)  0.51
H (3.914, 1.871, -0.599)  0.55
H (4.504, 0.281, -0.116)  0.29

The value obtained for the HOMO energy (alpha / beta) is -0.477 / -0.468 Ha. Its gap between HOMO and LUMO (alpha / beta) is 7.470 / 4.096 eV. The spin multiplicity is 5. Its charge is +2. Its expectation value of S² is 6.078.



# 3
Below is C29H29Cl3N9OOsS2Si as an isolated structure, with properties calculated with ωB97M-V/def2-TZVPD.

Each line ends with the Mulliken charge.
Element x y z (Å)
Os (-0.518, 0.100, 0.463)  1.94
S (-5.326, -1.127, -5.599)  0.23
N (-4.959, 0.235, -4.829)  -0.67
C (-4.008, -0.009, -3.938)  1.11
C (-3.385, 0.937, -3.063)  0.07
C (-3.659, 2.309, -3.067)  -0.67
C (-2.919, 3.140, -2.251)  -1.09
C (-1.966, 2.582, -1.403)  -0.70
N (-1.732, 1.285, -1.359)  0.41
C (-2.396, 0.456, -2.178)  -0.08
C (-1.997, -0.933, -2.179)  -0.42
N (-1.007, -1.296, -1.344)  0.00
C (-0.514, -2.519, -1.417)  -0.16
C (-1.013, -3.485, -2.289)  -1.03
C (-2.074, -3.163, -3.108)  -0.67
C (-2.570, -1.855, -3.082)  0.20
C (-3.608, -1.380, -3.947)  0.98
N (-4.285, -2.089, -4.839)  -0.66
H (-4.417, 2.689, -3.735)  0.58
H (-3.060, 4.207, -2.258)  0.48
H (-1.361, 3.201, -0.754)  0.72
H (0.332, -2.745, -0.782)  0.42
H (-0.569, -4.467, -2.312)  0.50
H (-2.511, -3.877, -3.790)  0.58
Cl (-1.709, 1.052, 4.035)  -0.28
Si (-1.907, 1.434, 1.992)  0.44
Cl (-3.935, 1.156, 1.621)  -0.27
Cl (-1.596, 3.483, 1.945)  -0.27
C (5.108, 3.104, 0.400)  -0.93
C (4.903, 1.622, 0.093)  -0.73
N (3.519, 1.295, -0.189)  0.16
C (2.928, 1.269, -1.379)  0.46
S (1.296, 0.747, -1.495)  -0.45
N (3.571, 1.603, -2.486)  -0.07
C (3.015, 1.507, -3.824)  -0.69
C (2.037, 2.645, -4.096)  -0.79
H (6.167, 3.297, 0.547)  0.38
H (4.583, 3.395, 1.309)  0.27
H (4.766, 3.734, -0.419)  0.29
H (5.209, 1.015, 0.948)  0.33
H (5.514, 1.326, -0.762)  0.41
H (2.909, 1.093, 0.592)  -0.33
H (4.498, 1.995, -2.410)  0.24
H (2.513, 0.540, -3.918)  0.32
H (3.848, 1.546, -4.526)  0.41
H (1.205, 2.589, -3.398)  0.12
H (1.652, 2.576, -5.108)  0.38
H (2.531, 3.606, -3.980)  0.32
N (2.458, 1.332, 3.752)  0.01
C (1.728, 1.728, 2.694)  -0.85
N (1.368, 0.721, 1.923)  -0.11
C (1.853, -0.415, 2.542)  1.29
C (1.697, -1.752, 2.192)  -0.30
C (2.292, -2.684, 3.012)  -0.96
C (3.041, -2.300, 4.132)  -0.57
C (3.192, -0.979, 4.501)  -1.10
C (2.560, -0.038, 3.699)  0.39
H (2.813, 1.919, 4.490)  0.24
H (1.496, 2.758, 2.494)  0.53
H (1.106, -2.023, 1.322)  0.15
H (2.175, -3.733, 2.795)  0.49
H (3.511, -3.065, 4.725)  0.44
H (3.749, -0.689, 5.378)  0.48
O (-1.421, -2.045, 1.265)  -0.20
N (-2.279, -2.316, 2.203)  0.08
C (-1.976, -2.059, 3.489)  -0.33
C (-2.895, -2.271, 4.494)  -0.84
C (-4.149, -2.779, 4.182)  -0.26
C (-4.425, -3.088, 2.855)  -0.69
C (-3.475, -2.849, 1.887)  -0.21
H (-0.987, -1.660, 3.662)  0.69
H (-2.632, -2.033, 5.515)  0.46
H (-4.889, -2.936, 4.953)  0.44
H (-5.379, -3.506, 2.570)  0.44
H (-3.635, -3.066, 0.842)  0.51

The value obtained for the HOMO energy (alpha / beta) is -0.474 / -0.509 Ha. Its gap between HOMO and LUMO (alpha / beta) is 7.444 / 6.620 eV. The spin multiplicity is 6. Its charge is +2. Its expectation value of S² is 8.761.



For each record above, in turn, the calculated largest force on an atom values are 3.0 0.9 1.6 eV Å⁻¹.
For each record above, in turn, the calculated relative energy (zero: lowest compared OMol25 entry of this formula, charge and spin) values are 169.01 0.00 62.66 kJ/mol.